Record 1
# C22H24BrCl2N2O7PtS

A molecular structure, C22H24BrCl2N2O7PtS at a distorted geometry (wB97M-V/def2-TZVPD, OMol25).

Element x y z (Å)
Pt1 0.4583 0.3957 -0.4408
O1 -4.2777 -4.6830 0.6830
C1 -4.7084 -3.3561 0.4271
C2 -3.5291 -2.4241 0.4161
C3 -3.7146 -1.0752 0.1104
C4 -2.6281 -0.2273 0.0690
N1 -1.3909 -0.6490 0.3418
C5 -1.2097 -1.9274 0.6851
C6 -2.2477 -2.8558 0.7077
C7 0.1998 -2.2972 1.0536
C8 0.4815 -3.4705 1.7381
C9 1.8004 -3.7719 2.0570
C10 2.1328 -5.0288 2.8164
O2 1.3309 -5.1961 3.9785
C11 2.7829 -2.8664 1.6777
C12 2.4248 -1.7093 1.0023
N2 1.1625 -1.4255 0.6927
H1 -5.0433 -5.2610 0.6502
H2 -5.4140 -3.0242 1.1996
H3 -5.2206 -3.2916 -0.5408
H4 -4.6996 -0.6819 -0.1103
H5 -2.7202 0.8143 -0.2118
H6 -2.0750 -3.8967 0.9296
H7 -0.3083 -4.1403 2.0456
H8 3.1989 -5.0307 3.0698
H9 1.9387 -5.9069 2.1965
H10 1.2760 -4.3443 4.4240
H11 3.8266 -3.0388 1.9057
H12 3.1616 -0.9763 0.7114
O3 5.0292 0.4742 -0.7709
S1 3.6814 0.9555 -0.9348
O4 3.9484 2.4623 -1.6618
O5 2.9752 1.2599 0.2929
O6 2.8608 0.2107 -1.8668
Cl1 0.0557 1.4328 2.6607
C13 0.0174 2.7984 3.7593
Cl2 -1.1460 2.6058 5.1082
H13 -0.2838 3.6802 3.2050
H14 0.9976 2.9303 4.2039
Br1 -3.6482 4.3826 -3.9615
C14 -2.4115 3.3010 -2.9847
C15 -1.9404 3.7362 -1.7588
C16 -1.0436 2.9391 -1.0609
C17 -0.5914 1.6900 -1.5277
C18 -1.1000 1.3124 -2.7859
C19 -1.9949 2.0928 -3.5095
H15 -2.2604 4.6912 -1.3614
H16 -0.6763 3.3029 -0.1065
H17 -0.7853 0.3685 -3.2175
H18 -2.3626 1.7640 -4.4736
C20 2.2776 2.5654 -3.8481
O7 1.9434 3.1692 -2.6042
C21 2.9474 3.3870 -1.7162
C22 2.4650 4.0263 -0.4596
H19 1.5974 2.9908 -4.5861
H20 2.1394 1.4879 -3.7759
H21 3.3136 2.7824 -4.1135
H22 1.8959 4.9242 -0.7042
H23 3.3016 4.2828 0.1874
H24 1.8087 3.3394 0.0875

As for the energy relative to the best compared isomer or geometry (same formula, charge and spin): 128.2 kcal/mol. For the LUMO energy (alpha / beta), the calculation gives 0.0630 / 0.0674 Eh. For the molecular weight, the calculation gives 806.4 g mol⁻¹. For the highest occupied orbital energy (alpha / beta), the calculation gives -1.3 / -1.4 eV. The calculation puts the largest force on an atom at 1.1 eV/A. The value obtained for the energy is -5500.74519 hartree. The charge is -1. For the HOMO-LUMO gap (alpha / beta), the calculation gives 3.0 / 3.3 eV.

From a Mulliken analysis of the wavefunction, the atomic charges in e read: number 1, Pt, carries 0.407; number 2, O, carries -0.499; number 3, C, carries -0.578; number 4, C, carries 0.553; number 5, C, carries -1.105; number 6, C, carries -0.345; number 7, N, carries 0.025; number 8, C, carries 0.100; number 9, C, carries -0.731; number 10, C, carries 1.117; number 11, C, carries -0.859; number 12, C, carries 0.645; number 13, C, carries -0.637; number 14, O, carries -0.520; number 15, C, carries -1.115; number 16, C, carries -0.207; number 17, N, carries -0.394; number 18, H, carries 0.292; number 19, H, carries 0.311; number 20, H, carries 0.312; number 21, H, carries 0.416; number 22, H, carries 0.504; number 23, H, carries 0.456; number 24, H, carries 0.432; number 25, H, carries 0.316; number 26, H, carries 0.286; number 27, H, carries 0.339; number 28, H, carries 0.376; number 29, H, carries 0.280; number 30, O, carries -0.681; number 31, S, carries 0.994; number 32, O, carries -0.280; number 33, O, carries -0.584; number 34, O, carries -0.575; number 35, Cl, carries 0.064; number 36, C, carries -0.478; number 37, Cl, carries -0.211; number 38, H, carries 0.264; number 39, H, carries 0.340; number 40, Br, carries -0.263; number 41, C, carries -0.061; number 42, C, carries -0.487; number 43, C, carries -0.035; number 44, C, carries -0.022; number 45, C, carries -0.163; number 46, C, carries -0.533; number 47, H, carries 0.394; number 48, H, carries 0.189; number 49, H, carries 0.397; number 50, H, carries 0.391; number 51, C, carries -0.738; number 52, O, carries 0.054; number 53, C, carries 0.000; number 54, C, carries -0.639; number 55, H, carries 0.276; number 56, H, carries 0.241; number 57, H, carries 0.356; number 58, H, carries 0.336; number 59, H, carries 0.377; number 60, H, carries -0.099

***

Record 2
# C4H9O2

A molecular structure, C4H9O2 at a distorted geometry (wB97M-V/def2-TZVPD, OMol25).

Element x y z (Å)
C1 0.2424 -1.5307 -0.0051
O1 1.2554 -2.3340 -0.1503
C2 0.2717 -0.1054 0.0074
C3 -1.2417 0.3875 0.1697
C4 -1.3231 1.9579 0.2522
O2 -0.6470 2.4698 1.2631
H1 3.9456 -1.7942 -0.3372
H2 3.5415 -1.2175 -0.0053
H3 -0.7742 -2.0216 -0.0588
H4 1.0983 0.4745 0.4711
H5 0.5115 -0.7197 -1.0427
H6 -1.8257 -0.1883 0.8649
H7 -1.7213 0.0708 -0.7725
H8 -0.9352 2.2662 -0.8633
H9 -2.3983 2.2848 0.2068

As for the energy relative to the best compared isomer or geometry (same formula, charge and spin): 128.5 kcal/mol. For the LUMO energy, the calculation gives 0.1435 Eh. For the molecular weight, the calculation gives 89.1 g mol⁻¹. For the highest occupied orbital energy, the calculation gives -2.7 eV. The calculation puts the largest force on an atom at 5.8 eV/A. The value obtained for the energy is -308.14010 hartree. The charge is -1. For the HOMO-LUMO gap, the calculation gives 6.6 eV.

From a Mulliken analysis of the wavefunction, the atomic charges in e read: number 1, C, carries 0.031; number 2, O, carries -0.612; number 3, C, carries -0.394; number 4, C, carries -0.696; number 5, C, carries -0.533; number 6, O, carries -0.836; number 7, H, carries 0.138; number 8, H, carries -0.147; number 9, H, carries 0.324; number 10, H, carries 0.411; number 11, H, carries 0.179; number 12, H, carries 0.448; number 13, H, carries 0.335; number 14, H, carries 0.094; number 15, H, carries 0.256

***

Record 3
# C5H8BrN2O2S

A gas-phase ion, C5H8BrN2O2S (charge +1) at a distorted geometry (wB97M-V/def2-TZVPD, OMol25).

Element x y z (Å)
C1 -2.4530 -1.4422 -0.0760
C2 -2.5183 -0.0034 0.0320
C3 -0.2159 -0.0402 0.1227
C4 2.2307 -0.3132 0.0296
C5 1.2005 1.8692 -0.1630
N1 -1.3276 0.6775 0.1383
N2 1.0385 0.4369 0.0650
O1 -0.2222 -2.3720 -1.1953
O2 -0.2322 -2.6543 1.2299
S1 -0.7478 -1.9367 0.0875
Br1 -4.0628 1.0803 0.0282
H1 -3.1461 -2.1908 0.2767
H2 2.1144 -1.4907 0.1368
H3 2.8002 -0.1186 -0.8904
H4 2.8940 0.0292 0.7328
H5 1.7729 2.2641 0.7720
H6 1.9849 2.1753 -0.8641
H7 0.2870 2.2732 -0.5099
H8 -1.3970 1.7563 0.0473

As for the energy relative to the best compared isomer or geometry (same formula, charge and spin): 8.4 kcal/mol. The expectation value of S² is 2.019. For the LUMO energy (alpha / beta), the calculation gives -0.1320 / -0.2784 Eh. For the molecular weight, the calculation gives 240.1 g mol⁻¹. For the highest occupied orbital energy (alpha / beta), the calculation gives -11.2 / -14.6 eV. The calculation puts the largest force on an atom at 4.6 eV/A. Its spin multiplicity is 3. The value obtained for the energy is -3427.04346 hartree. The charge is +1. For the HOMO-LUMO gap (alpha / beta), the calculation gives 7.6 / 7.0 eV.

From a Mulliken analysis of the wavefunction, the atomic charges in e read: number 1, C, carries -0.253; number 2, C, carries 0.141; number 3, C, carries 0.542; number 4, C, carries -0.941; number 5, C, carries -1.105; number 6, N, carries -0.179; number 7, N, carries 0.016; number 8, O, carries -0.471; number 9, O, carries -0.466; number 10, S, carries 0.814; number 11, Br, carries -0.036; number 12, H, carries 0.463; number 13, H, carries 0.311; number 14, H, carries 0.365; number 15, H, carries 0.417; number 16, H, carries 0.355; number 17, H, carries 0.352; number 18, H, carries 0.350; number 19, H, carries 0.326

***

Record 4
# C3HOSm

A molecular structure, C3HOSm at a distorted geometry (wB97M-V/def2-TZVPD, OMol25).

Element x y z (Å)
O1 -1.3093 0.5370 0.3545
C1 -0.5029 0.1572 -0.4512
C2 0.6756 -0.5352 -0.4993
C3 1.8644 -0.7414 -0.2918
H1 2.9043 -0.9648 -0.1057
Sm1 -3.6320 1.5472 0.9936

The expectation value of S² is 12.006. For the LUMO energy (alpha / beta), the calculation gives -0.5937 / -0.5935 Eh. For the molecular weight, the calculation gives 203.4 g mol⁻¹. For the highest occupied orbital energy (alpha / beta), the calculation gives -23.4 / -25.4 eV. The calculation puts the largest force on an atom at 6.4 eV/A. Its spin multiplicity is 7. The value obtained for the energy is -846.71657 hartree. The charge is +3. For the HOMO-LUMO gap (alpha / beta), the calculation gives 7.2 / 9.2 eV.

From a Mulliken analysis of the wavefunction, the atomic charges in e read: number 1, O, carries -0.318; number 2, C, carries 0.614; number 3, C, carries -0.062; number 4, C, carries 0.330; number 5, H, carries 0.445; number 6, Sm, carries 1.990

***

Record 5
# C34H39FeN5O

A molecular structure, C34H39FeN5O at a distorted geometry (wB97M-V/def2-TZVPD, OMol25).

Element x y z (Å)
Fe1 -0.0066 -0.1281 0.1488
N1 -3.9876 -0.7260 0.1315
N2 -1.1592 2.1909 1.2281
C1 1.6342 -0.1664 -1.0002
C2 0.5000 0.3143 -1.7533
C3 -0.5031 -0.7250 -1.7504
C4 -1.8151 -0.7302 -2.4856
H1 -1.9468 0.1988 -3.0531
H2 -2.6570 -0.8308 -1.7785
H3 -1.8612 -1.5836 -3.1772
C5 0.0126 -1.8424 -1.0203
C6 -0.6341 -3.1874 -0.9706
H4 -0.3536 -3.7700 -1.8634
H5 -1.7286 -3.0966 -0.9601
H6 -0.3172 -3.7529 -0.0848
C7 1.3257 -1.5028 -0.5528
C8 2.3136 -2.4577 0.0305
H7 1.8170 -3.1790 0.6915
H8 3.0776 -1.9216 0.6067
H9 2.8277 -3.0290 -0.7606
C9 0.4630 1.5568 -2.5819
H10 0.8091 1.3543 -3.6115
H11 1.1207 2.3241 -2.1532
H12 -0.5574 1.9591 -2.6420
C10 2.9877 0.4613 -0.9524
H13 3.4905 0.1868 -0.0158
H14 2.9009 1.5534 -0.9833
H15 3.6283 0.1418 -1.7932
C11 -4.9406 -1.2951 0.8461
H16 -5.6000 -1.8763 0.2076
C12 -5.0469 -1.1371 2.2245
H17 -5.8521 -1.6728 2.6926
C13 -4.1951 -0.2742 2.9205
H18 -4.3164 -0.1415 4.0075
C14 -3.1995 0.3793 2.1978
H19 -2.5066 1.0947 2.6836
C15 -3.0195 -0.0158 0.7939
C16 -1.8856 0.1645 -0.1385
H20 -2.2728 1.0581 -0.9078
C17 0.1028 1.8394 0.9996
C18 -1.2453 3.5400 1.0485
H21 -2.2566 3.8479 0.9440
C19 -0.0525 4.1661 1.1891
H22 0.2084 5.2089 1.3704
N3 0.8885 3.0581 1.1422
C20 2.2815 3.2107 1.1003
C21 2.7823 4.1806 0.2163
C22 4.1709 4.3411 0.2041
H23 4.5608 5.0696 -0.4857
C23 4.9907 3.5882 1.0380
C24 6.4715 3.7920 1.0009
H24 6.9970 2.8416 1.1438
H25 6.8118 4.4755 1.7913
H26 6.7799 4.2205 0.0416
C25 4.4512 2.6538 1.9223
H27 5.0674 2.0702 2.5840
C26 3.0693 2.4546 1.9804
C27 2.4231 1.5317 2.9625
H28 1.6354 2.0084 3.5790
H29 3.2064 1.1561 3.6348
H30 1.9612 0.6682 2.4505
C28 1.8837 4.9557 -0.6858
H31 1.2744 5.6990 -0.1549
H32 1.2274 4.3294 -1.3136
H33 2.5520 5.5049 -1.3574
N4 -2.0455 -5.0481 5.0057
C29 -0.9049 -4.2812 5.0207
O1 -0.0835 -4.3803 5.9329
C30 -0.7335 -3.2919 3.9081
C31 -1.6929 -3.0644 2.9161
C32 -1.4292 -2.1615 1.8860
N5 -0.3180 -1.3820 1.8195
C33 0.6361 -1.6389 2.7555
C34 0.4378 -2.5198 3.8220
H34 -2.0873 -5.7887 5.6839
H35 -2.6214 -5.1610 4.1799
H36 -2.6602 -3.5683 2.9132
H37 -2.1619 -2.0554 1.0815
H38 1.5971 -1.1342 2.6376
H39 1.2202 -2.6062 4.5766

As for the energy relative to the best compared isomer or geometry (same formula, charge and spin): 82.3 kcal/mol. The expectation value of S² is 8.827. For the LUMO energy (alpha / beta), the calculation gives 0.0928 / 0.0925 Eh. For the molecular weight, the calculation gives 589.6 g mol⁻¹. For the highest occupied orbital energy (alpha / beta), the calculation gives -1.6 / -4.9 eV. The calculation puts the largest force on an atom at 5.8 eV/A. Its spin multiplicity is 6. The value obtained for the energy is -2931.54657 hartree. The charge is -1. For the HOMO-LUMO gap (alpha / beta), the calculation gives 4.1 / 7.4 eV.

From a Mulliken analysis of the wavefunction, the atomic charges in e read: number 1, Fe, carries 0.396; number 2, N, carries -0.461; number 3, N, carries -0.088; number 4, C, carries -0.069; number 5, C, carries 1.209; number 6, C, carries -0.679; number 7, C, carries -0.878; number 8, H, carries 0.318; number 9, H, carries 0.328; number 10, H, carries 0.316; number 11, C, carries 0.501; number 12, C, carries -1.359; number 13, H, carries 0.326; number 14, H, carries 0.366; number 15, H, carries 0.346; number 16, C, carries 0.760; number 17, C, carries -1.475; number 18, H, carries 0.379; number 19, H, carries 0.335; number 20, H, carries 0.324; number 21, C, carries -1.439; number 22, H, carries 0.226; number 23, H, carries 0.174; number 24, H, carries 0.401; number 25, C, carries -1.178; number 26, H, carries 0.285; number 27, H, carries 0.246; number 28, H, carries 0.189; number 29, C, carries -0.381; number 30, H, carries 0.424; number 31, C, carries -0.596; number 32, H, carries 0.395; number 33, C, carries -0.570; number 34, H, carries 0.382; number 35, C, carries -0.536; number 36, H, carries 0.378; number 37, C, carries -0.504; number 38, C, carries 1.256; number 39, H, carries 0.479; number 40, C, carries -0.755; number 41, C, carries -1.695; number 42, H, carries 0.547; number 43, C, carries -0.395; number 44, H, carries 0.737; number 45, N, carries 1.016; number 46, C, carries 0.782; number 47, C, carries 1.113; number 48, C, carries -1.212; number 49, H, carries 0.368; number 50, C, carries 0.767; number 51, C, carries -1.533; number 52, H, carries 0.369; number 53, H, carries 0.279; number 54, H, carries 0.363; number 55, C, carries -1.225; number 56, H, carries 0.395; number 57, C, carries 1.006; number 58, C, carries -1.302; number 59, H, carries 0.287; number 60, H, carries 0.482; number 61, H, carries -0.210; number 62, C, carries -1.759; number 63, H, carries 0.336; number 64, H, carries 0.236; number 65, H, carries 0.415; number 66, N, carries -0.335; number 67, C, carries 0.200; number 68, O, carries -0.735; number 69, C, carries 0.988; number 70, C, carries -1.138; number 71, C, carries -0.519; number 72, N, carries 0.346; number 73, C, carries 0.031; number 74, C, carries -1.289; number 75, H, carries 0.238; number 76, H, carries 0.151; number 77, H, carries 0.068; number 78, H, carries 0.173; number 79, H, carries 0.409; number 80, H, carries 0.470

***

Record 6
# C3H9N2O

A molecular structure, C3H9N2O at a distorted geometry (wB97M-V/def2-TZVPD, OMol25).

Element x y z (Å)
C1 2.2673 -0.4331 0.1426
C2 0.9034 0.2199 -0.3150
C3 -0.2298 -0.6045 0.3558
N1 -1.8562 1.3326 -0.1555
N2 -1.8268 -0.1694 -0.5275
O1 -2.8153 -0.8671 -0.0743
H1 2.1663 -0.5881 1.2272
H2 2.3901 -1.3395 -0.4000
H3 3.0014 0.2526 -0.1777
H4 0.8058 0.0961 -1.4422
H5 0.9420 1.1615 0.0162
H6 -0.2100 -1.7095 0.2315
H7 -0.4764 -0.4799 1.4680
H8 -2.4433 1.6827 -0.9939
H9 -2.6186 1.4457 0.6448

As for the energy relative to the best compared isomer or geometry (same formula, charge and spin): 101.7 kcal/mol. For the LUMO energy (alpha / beta), the calculation gives 0.1533 / 0.1533 Eh. For the molecular weight, the calculation gives 89.1 g mol⁻¹. For the highest occupied orbital energy (alpha / beta), the calculation gives -1.4 / -1.4 eV. The calculation puts the largest force on an atom at 6.0 eV/A. The value obtained for the energy is -304.30393 hartree. The charge is -1. For the HOMO-LUMO gap (alpha / beta), the calculation gives 5.6 / 5.6 eV.

From a Mulliken analysis of the wavefunction, the atomic charges in e read: number 1, C, carries -1.232; number 2, C, carries -0.334; number 3, C, carries -0.749; number 4, N, carries -0.685; number 5, N, carries -0.102; number 6, O, carries -0.729; number 7, H, carries 0.333; number 8, H, carries 0.322; number 9, H, carries 0.395; number 10, H, carries 0.226; number 11, H, carries 0.420; number 12, H, carries 0.305; number 13, H, carries 0.264; number 14, H, carries 0.291; number 15, H, carries 0.275